DFT (ωB97M-V/def2-TZVPD) results for a single H4N4 molecule at a distorted geometry.

Its energy relative to the best compared isomer or geometry (same formula, charge and spin) is 3.143 eV. Its frontier orbital gap is 9.541 eV. Its HOMO energy is -8.848 eV.

Structure (ORCA input):
```
! wB97M-V def2-TZVPD RIJCOSX def2/J DEFGRID3
* xyz 0 1
N 1.06 0.92 0.46
N -1.14 0.58 0.47
N 0.22 -0.68 -0.83
N 0.06 0.32 0.04
H 0.76 1.65 1.11
H -1.76 -0.23 0.23
H 1.15 -1.01 -0.81
H -0.34 -1.56 -0.67
*
```

Let us look at the Löwdin charges, expressed in e, one per atom: number 1, N, carries 0.08; number 2, N, carries 0.04; number 3, N, carries 0.09; number 4, N, carries -0.54; number 5, H, carries 0.07; number 6, H, carries 0.04; number 7, H, carries 0.08; number 8, H, carries 0.14


DFT (ωB97M-V/def2-TZVPD) results for 2 unconnected molecules or ions with the total composition C4H9N2O at a distorted geometry.

Its energy relative to the best compared isomer or geometry (same formula, charge and spin) is 2.536 eV. Its frontier orbital gap is 7.814 eV. Its HOMO energy is -14.141 eV.

Structure (ORCA input):
```
! wB97M-V def2-TZVPD RIJCOSX def2/J DEFGRID3
* xyz 1 1
C -0.11 -1.51 1.08
C -0.01 -0.62 -0.12
C 0.13 -0.88 -1.52
N -0.23 0.14 -2.20
C -0.29 1.30 -1.30
N -0.11 0.66 0.05
H -0.97 -1.18 1.65
H 0.79 -1.38 1.67
H -0.23 -2.56 0.84
H 0.13 -1.84 -2.03
H 0.02 0.40 -3.15
H 0.46 2.09 -1.34
H 0.37 1.13 1.78
H -1.30 1.73 -1.32
H 0.67 1.64 3.24
O 0.69 0.88 2.66
*
```

Let us look at the Löwdin charges, expressed in e, one per atom: number 1, C, carries 0.01; number 2, C, carries -0.26; number 3, C, carries 0.09; number 4, N, carries 0.14; number 5, C, carries -0.07; number 6, N, carries 0.15; number 7, H, carries 0.10; number 8, H, carries 0.10; number 9, H, carries 0.09; number 10, H, carries 0.17; number 11, H, carries 0.20; number 12, H, carries 0.16; number 13, H, carries -0.02; number 14, H, carries 0.16; number 15, H, carries 0.05; number 16, O, carries -0.07


DFT (ωB97M-V/def2-TZVPD) results for 16 unconnected molecules or ions with the total composition C29H70BrN18O35 at a distorted geometry.

Its frontier orbital gap is 8.693 eV. Its HOMO energy is -11.584 eV.

Structure (ORCA input):
```
! wB97M-V def2-TZVPD RIJCOSX def2/J DEFGRID3
* xyz 1 1
C -2.20 -1.30 3.69
C -2.79 -0.41 2.59
N -1.81 -0.02 1.57
C -0.91 -0.82 0.89
C -0.77 -2.30 1.01
C -1.72 -3.00 0.01
C -1.23 -4.33 -0.51
Br -3.51 -3.27 0.75
C -0.19 -0.05 0.10
C 0.92 -0.32 -0.84
O 1.05 -1.69 -1.13
O 2.40 -2.01 -1.40
N -0.68 1.24 0.27
C -0.12 2.39 -0.45
C -0.85 2.58 -1.79
O -1.92 3.14 -1.80
O -0.25 2.16 -2.94
C -1.66 1.23 1.14
C -2.46 2.40 1.54
C -3.97 2.20 1.17
O -4.73 3.38 1.37
C -4.19 1.79 -0.26
N -5.45 1.02 -0.44
H -2.50 -0.96 4.67
H -2.43 -2.34 3.52
H -1.12 -1.22 3.64
H -3.66 -0.86 2.15
H -3.12 0.49 3.07
H 0.26 -2.59 0.83
H -1.03 -2.64 2.01
H -1.84 -2.32 -0.82
H -0.21 -4.30 -0.88
H -1.88 -4.61 -1.33
H -1.33 -5.12 0.22
H 0.77 0.23 -1.77
H 1.84 0.08 -0.42
H 2.84 -1.24 -1.80
H -0.26 3.28 0.15
H 0.93 2.22 -0.63
H -0.51 1.23 -3.15
H -2.40 2.52 2.61
H -2.13 3.29 1.00
H -4.41 1.44 1.82
H -4.31 3.97 2.01
H -3.38 1.20 -0.68
H -4.27 2.66 -0.90
H -5.26 0.26 -1.07
H -5.74 0.60 0.43
C 1.47 4.88 -3.69
N 2.48 5.92 -4.01
O 3.38 6.12 -3.21
O 2.35 6.50 -5.06
H 1.72 4.44 -2.73
H 0.50 5.36 -3.66
H 1.51 4.13 -4.48
C 1.18 0.99 6.53
N 0.04 0.54 5.67
O 0.06 0.86 4.49
O -0.83 -0.11 6.20
H 1.85 1.56 5.90
H 0.76 1.60 7.32
H 1.66 0.10 6.93
C 3.83 -4.78 -2.07
N 4.58 -5.96 -1.55
O 5.78 -5.97 -1.68
O 3.90 -6.83 -1.03
H 4.53 -4.09 -2.50
H 3.12 -5.14 -2.81
H 3.31 -4.34 -1.22
C 4.14 4.39 3.71
N 3.40 3.31 4.41
O 3.59 2.17 4.05
O 2.63 3.63 5.29
H 4.77 3.94 2.95
H 3.40 5.05 3.27
H 4.73 4.92 4.45
C -4.29 4.52 5.71
N -3.69 4.89 4.41
O -3.31 3.98 3.67
O -3.60 6.06 4.14
H -4.29 3.44 5.81
H -3.69 4.98 6.48
H -5.31 4.91 5.72
C -0.44 5.65 6.90
N -0.81 4.39 7.61
O -1.87 3.86 7.33
O -0.01 3.96 8.41
H -1.24 5.91 6.21
H -0.30 6.41 7.65
H 0.49 5.46 6.37
C 2.68 -1.53 3.20
N 2.23 -2.80 3.85
O 1.18 -3.28 3.48
O 2.96 -3.26 4.70
H 1.94 -1.24 2.47
H 2.78 -0.78 3.98
H 3.64 -1.73 2.73
C -2.79 4.83 -5.43
N -1.77 5.87 -5.74
O -0.88 6.05 -4.93
O -1.90 6.47 -6.77
H -2.55 4.38 -4.47
H -3.76 5.33 -5.39
H -2.76 4.10 -6.23
C -3.89 -8.16 -1.22
N -4.07 -6.72 -1.54
O -4.91 -6.10 -0.93
O -3.34 -6.25 -2.39
H -4.61 -8.43 -0.45
H -4.08 -8.72 -2.13
H -2.87 -8.30 -0.88
C 4.62 7.21 -0.53
N 4.30 6.78 0.86
O 4.72 7.44 1.78
O 3.63 5.77 0.97
H 5.21 8.11 -0.49
H 5.16 6.40 -1.00
H 3.68 7.38 -1.04
C 0.91 -1.44 -5.69
N 0.76 -0.65 -4.44
O -0.37 -0.41 -4.04
O 1.78 -0.29 -3.89
H -0.08 -1.68 -6.06
H 1.45 -0.82 -6.40
H 1.47 -2.33 -5.44
C 2.16 -7.97 1.21
N 0.76 -7.77 1.69
O 0.08 -6.97 1.08
O 0.40 -8.42 2.64
H 2.31 -7.32 0.36
H 2.82 -7.71 2.03
H 2.27 -9.01 0.93
C 7.82 -6.12 -4.34
N 7.61 -4.67 -4.62
O 6.77 -4.09 -3.97
O 8.30 -4.17 -5.48
H 7.14 -6.43 -3.56
H 7.62 -6.66 -5.27
H 8.85 -6.26 -4.04
C -7.82 3.25 -1.57
N -8.96 2.66 -2.32
O -8.98 2.83 -3.53
O -9.78 2.05 -1.68
H -7.17 3.76 -2.26
H -8.24 3.95 -0.84
H -7.30 2.44 -1.07
C 3.76 -5.83 -6.64
N 2.85 -5.39 -5.54
O 2.76 -4.19 -5.33
O 2.27 -6.25 -4.93
H 4.21 -4.95 -7.09
H 4.52 -6.47 -6.19
H 3.16 -6.38 -7.35
*
```

Löwdin atomic charge list, values in e, 99 entries: number 1, C, carries -0.06; number 2, C, carries -0.15; number 3, N, carries 0.11; number 4, C, carries -0.12; number 5, C, carries -0.14; number 6, C, carries -0.68; number 7, C, carries -0.14; number 8, Br, carries 0.80; number 9, C, carries -0.10; number 10, C, carries -0.14; number 11, O, carries -0.12; number 12, O, carries -0.01; number 13, N, carries 0.08; number 14, C, carries 0.02; number 15, C, carries -0.43; number 16, O, carries 0.14; number 17, O, carries 0.07; number 18, C, carries -0.19; number 19, C, carries -0.01; number 20, C, carries -0.34; number 21, O, carries -0.01; number 22, C, carries -0.21; number 23, N, carries 0.03; number 24, H, carries 0.07; number 25, H, carries 0.06; number 26, H, carries 0.05; number 27, H, carries 0.07; number 28, H, carries 0.11; number 29, H, carries 0.11; number 30, H, carries 0.08; number 31, H, carries 0.08; number 32, H, carries 0.08; number 33, H, carries 0.06; number 34, H, carries 0.06; number 35, H, carries 0.09; number 36, H, carries 0.15; number 37, H, carries 0.09; number 38, H, carries 0.14; number 39, H, carries 0.13; number 40, H, carries 0.08; number 41, H, carries 0.10; number 42, H, carries 0.13; number 43, H, carries 0.12; number 44, H, carries 0.06; number 45, H, carries 0.10; number 46, H, carries 0.11; number 47, H, carries 0.07; number 48, H, carries 0.07; number 49, C, carries 0.03; number 50, N, carries -0.43; number 51, O, carries 0.04; number 52, O, carries 0.10; number 53, H, carries 0.08; number 54, H, carries 0.06; number 55, H, carries 0.10; number 56, C, carries 0.06; number 57, N, carries -0.42; number 58, O, carries 0.03; number 59, O, carries 0.08; number 60, H, carries 0.05; number 61, H, carries 0.09; number 62, H, carries 0.11; number 63, C, carries 0.05; number 64, N, carries -0.42; number 65, O, carries 0.07; number 66, O, carries 0.05; number 67, H, carries 0.09; number 68, H, carries 0.08; number 69, H, carries 0.09; number 70, C, carries 0.05; number 71, N, carries -0.43; number 72, O, carries 0.06; number 73, O, carries 0.05; number 74, H, carries 0.10; number 75, H, carries 0.08; number 76, H, carries 0.11; number 77, C, carries 0.06; number 78, N, carries -0.40; number 79, O, carries 0.01; number 80, O, carries 0.11; number 81, H, carries 0.10; number 82, H, carries 0.08; number 83, H, carries 0.11; number 84, C, carries 0.07; number 85, N, carries -0.43; number 86, O, carries 0.05; number 87, O, carries 0.08; number 88, H, carries 0.08; number 89, H, carries 0.11; number 90, H, carries 0.10; number 91, C, carries 0.06; number 92, N, carries -0.44; number 93, O, carries 0.06; number 94, O, carries 0.08; number 95, H, carries 0.08; number 96, H, carries 0.09; number 97, H, carries 0.10; number 98, C, carries 0.06; number 99, N, carries -0.43


DFT (ωB97M-V/def2-TZVPD) results for a single C5H10S2Se molecule at a distorted geometry.

Its energy relative to the best compared isomer or geometry (same formula, charge and spin) is 0.000 eV. Its frontier orbital gap (spin up / spin down) is 7.416 / 7.813 eV. Its HOMO energy (spin up / spin down) is -6.787 / -8.619 eV.

Structure (ORCA input):
```
! wB97M-V def2-TZVPD RIJCOSX def2/J DEFGRID3
* xyz 0 3
C 0.46 0.16 -1.55
C 0.15 1.07 0.85
C -1.87 -1.10 -0.88
C -1.06 0.33 1.35
C 0.92 0.20 -0.13
S 1.26 -1.47 0.61
S 2.68 1.05 -0.24
Se -2.59 0.30 -0.01
H 0.61 -0.74 -2.05
H 0.20 0.96 -2.18
H -0.19 2.00 0.38
H 0.91 1.27 1.76
H -2.38 -1.49 -1.75
H -1.20 -1.82 -0.33
H -0.89 -0.67 1.39
H -1.54 0.79 2.21
H 1.59 -2.06 -0.56
H 2.96 1.23 1.13
*
```

Let us look at the Löwdin charges, expressed in e, one per atom: number 1, C, carries -0.07; number 2, C, carries -0.36; number 3, C, carries -0.51; number 4, C, carries -0.43; number 5, C, carries -1.07; number 6, S, carries 0.74; number 7, S, carries 0.63; number 8, Se, carries 0.95; number 9, H, carries 0.03; number 10, H, carries 0.06; number 11, H, carries 0.11; number 12, H, carries 0.13; number 13, H, carries -0.01; number 14, H, carries -0.01; number 15, H, carries -0.05; number 16, H, carries 0.07; number 17, H, carries -0.09; number 18, H, carries -0.11